1.
Computed, not measured: 2 unconnected molecules or ions with the total composition C5H12O2S, with the ωB97M-V functional and the def2-TZVPD basis.

Results
LUMO level, Ha: 0.026
E_HOMO, eV: -8.590
Orbital gap, Ha: 0.3414
SMILES: CSCCCC=O.O

Structure (ORCA input):
```
! RIJCOSX wB97M-V def2-TZVPD def2/J DEFGRID3
* xyz 0 1
C 2.751 -0.967 -1.376
S 1.809 0.572 -0.907
C 0.141 0.076 -1.137
C -0.303 -0.864 0.023
C -1.840 -0.771 -0.030
C -2.123 0.427 0.831
O -2.550 1.441 0.320
H 2.048 -1.757 -1.618
H 3.371 -0.657 -2.229
H 3.545 -1.068 -0.638
H -0.048 -0.569 -1.982
H -0.476 0.964 -1.228
H 0.178 -0.684 0.990
H 0.094 -1.870 -0.128
H -2.328 -0.812 -1.006
H -2.403 -1.646 0.339
H -2.138 0.290 1.911
O 0.146 2.686 3.061
H -0.628 2.585 2.489
H 0.755 2.625 2.314
*
```

2.
Computed, not measured: a molecular structure, C5H12O2S, with the ωB97M-V functional and the def2-TZVPD basis.

Results
LUMO level, Ha: 0.019
E_HOMO, eV: -8.509
Orbital gap, Ha: 0.3315

Structure (ORCA input):
```
! RIJCOSX wB97M-V def2-TZVPD def2/J DEFGRID3
* xyz 0 1
C -0.245 -0.330 1.442
C -1.081 0.508 -0.795
C 1.723 1.822 -0.244
C -0.468 -1.971 -0.529
C -0.319 -0.558 -0.030
O 2.477 -0.585 0.837
O 0.765 -2.663 -0.490
S 1.915 -0.087 -0.495
H 0.775 -0.483 1.776
H -0.803 -0.907 2.037
H -0.243 0.784 1.696
H -2.155 0.201 -0.773
H -0.691 0.652 -1.846
H -0.842 1.534 -0.242
H 2.757 2.295 -0.264
H 1.553 1.923 0.800
H 0.806 2.178 -0.872
H -1.241 -2.455 0.120
H -0.886 -1.874 -1.486
H 1.170 -2.592 0.346
*
```

What should be chosen as the least stable of them? Choose 2.